Below is a 3-piece molecular cluster, C37H32O9S overall, with properties calculated with ωB97M-V with the def2-TZVPD basis set.

Computed properties:
SMILES string = CC(=O)OCCC[C@H]1CCCS(=O)(=O)O1.O=C1c2ccccc2C(=O)c2ccccc21.O=C1c2ccccc2C(=O)c2ccccc21
E = -2504.53036 hartree
multiplicity = 1
E_LUMO = -0.79 eV
orbital gap = 8.57 eV

```
79
Properties=species:S:1:pos:R:3:forces:R:3
C 6.089516 -0.597901 6.360417 0.2514 0.3138 -0.2618
C 5.395530 0.118110 5.241409 -0.4964 -0.9018 -1.3613
O 4.785303 -0.439726 4.343185 0.5451 1.0309 1.3681
O 5.527623 1.470554 5.333389 -0.3055 -0.4967 0.5127
C 4.375887 2.191332 4.903516 -0.0755 0.6323 -0.3711
C 3.168566 2.003101 5.831941 -0.1682 0.2935 -0.0542
C 1.840182 1.727006 5.101744 0.5036 -0.5127 -0.4317
C 1.280218 0.339172 5.389836 -0.1188 0.5959 0.0500
C 0.160188 0.337719 6.405544 -0.5727 -0.5813 0.5599
C -0.648519 -0.969803 6.338892 0.5551 -0.1667 -0.5354
C 0.289160 -2.132835 5.979750 0.0973 1.2124 0.1434
S 0.797578 -1.862027 4.279679 -0.0309 -0.5499 -0.4426
O -0.210586 -2.371637 3.405556 -0.2617 0.3599 0.1195
O 2.142580 -2.297647 4.086029 0.1404 0.0206 0.2693
O 0.739819 -0.263817 4.178224 0.0581 -0.3496 0.1497
H 5.559118 -0.404301 7.288241 -0.1008 0.0057 0.1304
H 7.089907 -0.190598 6.470963 0.1526 0.0322 0.0941
H 6.137811 -1.657344 6.159218 -0.0686 -0.1858 -0.0476
H 4.140817 1.970498 3.867316 -0.0490 -0.3721 -0.0927
H 4.670244 3.234329 4.922082 0.2482 0.1120 0.0285
H 3.412296 1.228692 6.556169 -0.1066 -0.1851 0.0711
H 3.048505 2.916068 6.406232 0.0738 0.0884 0.2311
H 2.047033 1.749037 4.035074 -0.1172 0.1050 -0.1993
H 1.107651 2.497158 5.309983 -0.1874 0.0792 0.0540
H 2.113522 -0.279934 5.709094 0.1359 -0.1667 0.0417
H 0.556628 0.442991 7.414512 0.2390 0.1580 0.0729
H -0.544711 1.149695 6.251570 0.1510 0.3235 -0.1621
H -1.351478 -0.898191 5.515059 -0.4995 0.0652 0.1903
H -1.155373 -1.155983 7.276441 -0.2353 -0.0861 0.0752
H -0.170517 -3.105130 6.071884 0.0411 -0.2642 -0.1819
H 1.183523 -2.030140 6.585725 0.1825 -0.5238 0.1064
C -1.692880 -2.579540 -5.650312 -0.0548 -0.0236 0.0220
C -2.972899 -3.041248 -5.362231 0.0513 0.0218 0.0076
C -3.276461 -3.502557 -4.092557 -0.0645 0.0324 -0.1210
C -2.298860 -3.512559 -3.106217 0.0990 0.0238 0.0219
C -1.008772 -3.067150 -3.400824 -0.0635 -0.0546 0.0582
C -0.712939 -2.594362 -4.672834 -0.0161 0.0473 -0.1707
C 0.067415 -3.102702 -2.370396 0.1693 0.0405 -0.0022
O 1.184153 -2.698441 -2.627572 -0.0240 0.0350 0.0000
C -0.266454 -3.640331 -1.024922 -0.1010 -0.0268 -0.0373
C 0.732597 -3.729262 -0.062279 0.0687 -0.0317 0.1093
C 0.437094 -4.211627 1.199245 -0.0579 -0.1119 -0.0510
C -0.861523 -4.603910 1.509515 0.0737 -0.0458 -0.1354
C -1.858467 -4.524966 0.554427 0.0185 -0.0572 0.1489
C -1.566412 -4.049187 -0.718067 0.0667 0.0552 -0.1023
C -2.647787 -3.994680 -1.738682 -0.1662 -0.0532 0.0763
O -3.782082 -4.333448 -1.471822 0.0112 -0.0089 -0.0168
H -1.460311 -2.210767 -6.640471 0.0010 0.0053 -0.0090
H -3.734915 -3.037968 -6.130076 -0.0103 0.0141 -0.0052
H -4.270917 -3.856990 -3.860792 0.0107 -0.0090 0.1033
H 0.283671 -2.238707 -4.894661 0.0490 -0.0311 0.1037
H 1.738996 -3.419688 -0.306493 -0.0183 0.0456 -0.0853
H 1.216124 -4.278824 1.945400 0.0015 0.0497 0.0249
H -1.092419 -4.972512 2.499051 0.0037 0.0312 0.0275
H -2.867920 -4.832168 0.789038 -0.0429 0.0144 -0.0941
C -0.284492 0.636779 -3.212718 0.0153 -0.0047 0.0155
C 0.839758 1.426144 -3.427536 -0.0365 -0.0019 0.0032
C 0.724461 2.629493 -4.102445 0.0849 -0.0787 0.0557
C -0.514176 3.043091 -4.576374 -0.1119 -0.0242 -0.0250
C -1.639678 2.238412 -4.379018 0.0493 0.0978 -0.0493
C -1.520688 1.039899 -3.687337 0.0451 -0.1103 0.0544
C -2.970107 2.638137 -4.915750 -0.1364 -0.1136 0.0424
O -3.949783 1.944154 -4.741849 0.0046 0.0050 -0.0138
C -3.063806 3.913745 -5.681378 0.1097 0.0292 0.0002
C -4.282528 4.282395 -6.236337 -0.1041 0.0757 -0.0664
C -4.390701 5.469296 -6.939812 0.0488 0.0273 0.0034
C -3.283125 6.298205 -7.086025 -0.0333 -0.0382 0.0130
C -2.065192 5.933737 -6.538944 -0.0585 0.1015 -0.0821
C -1.948388 4.738009 -5.841960 -0.0480 -0.0975 0.0400
C -0.621294 4.347665 -5.286255 0.1612 0.0910 -0.0058
O 0.343684 5.071918 -5.413740 -0.0095 -0.0002 -0.0094
H -0.191333 -0.299244 -2.679404 0.0375 0.0002 0.0036
H 1.805665 1.099361 -3.066154 0.0007 -0.0154 0.0147
H 1.593318 3.250793 -4.268081 -0.0480 0.0837 -0.0382
H -2.395999 0.424733 -3.528291 -0.0575 0.0416 -0.0602
H -5.140493 3.635987 -6.116250 0.0427 -0.0691 0.0690
H -5.339770 5.752559 -7.375062 -0.0102 0.0068 -0.0010
H -3.371578 7.228527 -7.631101 -0.0029 0.0082 -0.0071
H -1.199807 6.571350 -6.652320 0.0709 -0.0624 0.0433
```
Forces are in eV/Å.

***

Below is C37H33BrCl5Ge2N2O3Sn as an isolated structure, with properties calculated with ωB97M-V with the def2-TZVPD basis set.

Computed properties:
ΔE to the lowest compared entry with this formula, charge and spin = 43.33 kcal per mole
E = -11007.51322 hartree
multiplicity = 2
E_LUMO (spin up / spin down) = -6.62 / -8.15 eV
orbital gap (spin up / spin down) = 5.94 / 4.41 eV
total charge = +2

```
84
Properties=species:S:1:pos:R:3:forces:R:3
Sn 0.342809 -0.434886 -0.244402 -0.0089 0.0116 0.7510
O -0.271537 5.212090 0.313844 0.2044 0.0173 -0.0347
C 0.135208 4.958259 -0.967962 -0.0748 0.0042 0.1554
C 0.277383 6.040820 -1.820223 -0.0245 0.1299 -0.0784
C 0.655009 5.835652 -3.136694 -0.0216 0.0547 0.0384
C 0.897702 4.553005 -3.611862 -0.0022 0.0018 -0.0351
C 0.796917 3.479471 -2.745567 -0.0245 -0.0643 0.0369
C 0.420122 3.670387 -1.419912 0.1470 -0.1414 -0.0770
C 0.412508 2.527804 -0.436389 -0.1945 0.1734 0.0652
O 0.906806 1.334766 -0.946078 0.1661 0.0597 -0.4112
N -0.946789 2.384500 0.088021 0.0029 0.3513 0.1271
N -1.177887 1.177631 0.729269 -0.0475 -0.0028 -0.2165
C -2.286111 1.076414 1.351544 -0.1664 -0.0111 0.3353
C -2.692145 -0.058148 2.156948 0.2823 -0.1674 -0.3216
Br -1.516884 -1.543944 2.137209 -0.1266 -0.1880 0.1522
C -3.775914 -0.039580 2.929492 -0.3086 0.0015 0.1346
C -4.269103 -1.134886 3.789167 0.0935 0.0303 -0.0992
C -4.669055 -2.343376 3.223597 -0.0086 -0.0137 -0.0299
C -5.147359 -3.362982 4.031775 -0.0192 0.0155 -0.0171
C -5.199328 -3.192137 5.408337 0.0154 0.0003 -0.0129
C -4.795876 -1.991251 5.974593 0.0009 0.0245 0.0072
C -4.350531 -0.955920 5.166677 0.0003 0.0584 0.0634
H -0.497717 4.385554 0.758982 -0.0906 -0.0090 -0.0343
H 0.084433 7.032206 -1.431455 -0.0245 -0.0070 -0.0454
H 0.759313 6.685501 -3.798260 -0.0168 -0.0011 0.0105
H 1.171034 4.395893 -4.646417 0.0377 0.0078 0.0241
H 1.026033 2.475745 -3.080238 -0.0060 0.0121 0.0126
H 1.030794 2.831181 0.421078 0.0891 -0.1205 0.0703
H -1.676048 2.676968 -0.552729 -0.0052 -0.2726 -0.1775
H -2.985673 1.912021 1.341724 0.0563 0.0578 0.0624
H -4.351835 0.884684 2.922850 0.0395 0.0003 0.0213
H -4.629597 -2.470842 2.148258 -0.0001 -0.0216 0.0188
H -5.492191 -4.287021 3.586566 0.0445 0.0013 0.0035
H -5.560646 -3.992592 6.040195 -0.0121 0.0125 -0.0113
H -4.839643 -1.857200 7.047347 -0.0056 0.0160 -0.0195
H -4.048349 -0.013073 5.607657 -0.0285 -0.0184 0.0039
Cl -2.815174 -3.638653 -6.313950 -0.0298 -0.0453 -0.0768
C -2.414587 -2.771626 -4.938896 0.1102 0.0079 0.0706
C -1.114082 -2.944143 -4.357854 -0.1722 -0.0084 -0.0979
Cl -0.009105 -4.016943 -5.074461 0.0109 -0.0149 -0.0234
C -0.782182 -2.241827 -3.239775 0.0741 0.2386 0.1941
Cl 0.776028 -2.383345 -2.525909 -0.1202 -0.1569 -0.3250
C -1.716122 -1.331064 -2.612853 -0.2441 -0.0889 -0.2145
O -1.469772 -0.679314 -1.573417 0.3389 0.0788 0.0494
C -3.021460 -1.176057 -3.237807 0.1443 -0.0626 0.0231
Cl -4.100137 -0.095110 -2.509760 -0.0389 0.0499 0.0535
C -3.353564 -1.876173 -4.369473 0.0225 -0.0479 -0.0346
Cl -4.880527 -1.680017 -5.093324 -0.0161 -0.0108 -0.0151
C 4.199664 2.804774 -0.360467 0.0961 0.0542 0.0892
Ge 4.742393 1.040704 0.216576 -0.2560 -0.2097 0.2311
C 6.465694 0.963982 1.115531 0.0243 -0.0230 -0.0110
C 4.470806 -0.306951 -1.160152 0.0532 0.0304 -0.0489
Ge 3.292639 0.250002 2.120172 0.1563 0.0853 -0.1304
C 3.060717 -1.603791 2.491112 0.1056 -0.0218 -0.0113
C 1.980399 -2.081857 3.244170 0.0634 -0.0674 0.0060
C 1.855434 -3.439105 3.490367 -0.0320 0.0276 -0.0139
C 2.816875 -4.323849 3.012181 -0.0008 0.0310 -0.0236
C 3.898362 -3.859373 2.273286 0.0081 -0.0138 0.0014
C 4.011400 -2.506460 1.996871 -0.0749 -0.0445 0.0347
C 2.538679 1.361977 3.459066 -0.0443 0.0755 -0.0790
C 2.266388 2.700303 3.137302 0.0053 -0.0049 0.0950
C 1.735477 3.553175 4.089823 -0.0050 0.0117 -0.0136
C 1.503371 3.083035 5.377699 0.0083 -0.0047 -0.0331
C 1.801302 1.767391 5.718168 0.0097 -0.0228 0.0123
C 2.312079 0.902761 4.765045 -0.0681 0.1226 -0.0229
H 4.927426 3.143601 -1.100335 -0.0365 0.0307 0.0033
H 4.189021 3.521587 0.459919 0.0123 0.0002 -0.0348
H 3.222226 2.755567 -0.829536 -0.1221 0.0457 -0.0748
H 7.244429 1.285236 0.423010 0.0066 -0.0064 0.0125
H 6.690157 -0.049861 1.445591 0.0457 0.0137 -0.0010
H 6.473844 1.629043 1.977971 0.0440 0.0131 0.0012
H 5.232731 -0.177562 -1.930590 -0.0246 -0.0237 -0.0093
H 3.492504 -0.161439 -1.618924 -0.0050 -0.0042 -0.0167
H 4.545508 -1.319785 -0.767617 -0.0023 0.0049 -0.0226
H 1.238764 -1.396026 3.633867 -0.0191 -0.0091 -0.0166
H 1.014148 -3.807337 4.063809 0.0267 -0.0119 0.0032
H 2.722951 -5.382173 3.217647 0.0041 0.0086 0.0086
H 4.649514 -4.551521 1.916304 -0.0196 0.0047 -0.0070
H 4.852271 -2.151917 1.411370 0.0057 -0.0101 0.0030
H 2.485797 3.077147 2.145047 -0.0136 0.0122 -0.0229
H 1.521829 4.583917 3.837588 0.0027 -0.0157 0.0130
H 1.103632 3.753374 6.127526 0.0044 -0.0097 -0.0009
H 1.640962 1.420195 6.730479 0.0037 0.0146 -0.0126
H 2.557471 -0.113960 5.039721 -0.0043 -0.0257 0.0168
```
Forces are in eV/Å.

***

Below is C37H33F2N2OP2Zn as an isolated structure, with properties calculated with ωB97M-V with the def2-TZVPD basis set.

Computed properties:
E = -4276.07904 hartree
multiplicity = 1
E_LUMO = -2.64 eV
orbital gap = 8.33 eV
total charge = +1

```
78
Properties=species:S:1:pos:R:3:forces:R:3
Zn 0.017032 0.221774 -1.758030 -0.4134 -0.2664 0.0315
F -3.804598 2.786417 -4.497502 -0.0523 0.0226 -0.0595
C -3.228987 1.630509 -4.147854 0.2119 -0.1338 0.1184
C -2.035164 1.650278 -3.447255 -0.0377 0.0418 -0.0362
C -1.436391 0.459562 -3.074755 0.1009 0.0365 0.0604
C -2.038317 -0.773729 -3.390226 -0.0952 0.1426 -0.1068
C -3.246107 -0.733407 -4.092177 0.1086 0.1020 0.0769
F -3.905962 -1.862380 -4.421339 0.0104 -0.0324 -0.0177
C -3.848250 0.445368 -4.481866 -0.1719 0.0113 -0.0792
C -1.343388 -2.025751 -2.989983 -0.0514 -0.2303 -0.0710
C -1.819303 -3.312957 -3.253111 0.0182 -0.1062 0.0223
C -1.047238 -4.413300 -2.923458 0.0492 0.0783 0.0224
C 0.191359 -4.231207 -2.327032 -0.0211 -0.0055 -0.0163
C 0.575576 -2.935851 -2.047976 0.0352 -0.0548 0.0266
N -0.165779 -1.875438 -2.353038 -0.1243 0.0934 0.0007
H -1.587769 2.602349 -3.196741 -0.0551 0.0045 -0.0504
H -4.780314 0.429067 -5.028967 0.0061 -0.0064 0.0117
H -2.779302 -3.462875 -3.714081 0.0141 0.0498 -0.0470
H -1.407454 -5.409808 -3.142029 -0.0215 0.0062 -0.0033
H 0.833099 -5.064768 -2.081196 0.0132 0.0160 0.0234
H 1.519392 -2.726965 -1.554726 0.0053 -0.0177 -0.0151
C 0.423506 -2.295003 1.331431 -0.0619 -0.0588 0.2379
N 0.598260 -0.817637 1.209404 0.1104 -0.1476 -0.3909
P 1.866920 -0.479128 0.046459 0.0636 0.5452 0.4913
C 3.303543 -1.332110 0.791033 -0.0813 -0.1363 -0.2841
C 3.445386 -1.446959 2.172320 -0.0094 0.0018 0.0055
C 4.580470 -2.039363 2.698974 -0.0074 0.0193 0.0395
C 5.577949 -2.515953 1.856932 0.0146 0.0438 -0.0187
C 5.444103 -2.391104 0.483254 0.0578 -0.0099 -0.0275
C 4.307584 -1.800556 -0.050265 -0.1690 0.0414 -0.0324
C 2.453694 1.237725 0.286351 0.0201 -0.1225 -0.1441
C 2.561324 1.930068 1.488039 -0.0609 0.0395 -0.0495
C 3.098755 3.209017 1.505911 0.0186 -0.0644 0.1146
C 3.596994 3.777349 0.340960 0.0129 0.0182 -0.0039
C 3.545686 3.072203 -0.852943 0.0610 -0.0033 -0.0220
C 2.960262 1.816704 -0.882016 -0.0838 -0.0263 0.0863
P -0.847355 -0.008891 0.644990 0.3118 0.0324 0.7876
C -1.033756 1.420246 1.755514 -0.0302 0.1668 -0.2978
C -1.898288 2.422683 1.312540 0.1054 -0.0665 -0.0030
C -2.135613 3.535569 2.101659 -0.0471 0.0247 -0.0130
C -1.505264 3.657234 3.333283 -0.0103 0.0018 0.0164
C -0.674112 2.645644 3.791767 0.0227 -0.0040 0.0349
C -0.446403 1.522641 3.009501 0.0537 -0.0893 0.0007
C -2.248451 -0.993291 1.258820 0.0510 -0.0478 -0.4515
C -3.269472 -1.304574 0.365475 0.1310 -0.0085 -0.0333
C -4.400508 -1.973294 0.813401 -0.0806 -0.0343 -0.0081
C -4.503420 -2.343378 2.144358 0.0006 -0.0119 -0.0551
C -3.482028 -2.036026 3.036612 0.0484 0.0048 0.0516
C -2.362904 -1.349767 2.601383 -0.0211 0.0315 0.0076
H 1.374001 -2.803222 1.180116 -0.0138 0.0434 0.0205
H -0.295685 -2.694607 0.612402 0.0325 0.0161 0.0015
H 0.074018 -2.537433 2.332718 -0.0097 -0.0186 -0.0034
H 2.667105 -1.082661 2.830638 -0.0179 -0.0003 0.0145
H 4.688956 -2.126080 3.772177 0.0030 -0.0172 -0.0057
H 6.463488 -2.975448 2.275033 -0.0080 -0.0140 -0.0027
H 6.221261 -2.754512 -0.175871 0.0005 0.0018 0.0087
H 4.196942 -1.692699 -1.123801 0.0517 -0.0669 -0.0118
H 2.230580 1.475273 2.407211 -0.1127 -0.0430 0.1100
H 3.152568 3.746591 2.443869 0.0156 0.0283 -0.0299
H 4.039397 4.764424 0.368391 -0.0131 0.0024 -0.0041
H 3.962455 3.495562 -1.757259 -0.0420 0.0245 -0.0029
H 2.888092 1.274168 -1.819762 0.0369 0.0497 -0.0216
H -2.378121 2.317841 0.345501 0.0027 0.0993 -0.0162
H -2.811804 4.307778 1.758305 0.0226 0.0028 -0.0069
H -1.671470 4.537009 3.940858 -0.0181 -0.0136 0.0092
H -0.202286 2.729283 4.762464 -0.0172 -0.0037 -0.0011
H 0.179363 0.718303 3.376611 0.0916 0.0305 -0.0290
H -3.181262 -1.016322 -0.676998 -0.0162 -0.0126 0.0000
H -5.199019 -2.204602 0.120869 0.0040 -0.0012 0.0025
H -5.382278 -2.869799 2.492059 0.0014 0.0016 0.0032
H -3.563371 -2.325448 4.076043 -0.0175 0.0150 -0.0018
H -1.584282 -1.078820 3.303864 -0.0208 -0.0123 0.0273
C -0.014812 4.005298 -1.461364 -0.0275 0.0161 -0.0645
O 0.052392 2.623883 -1.085302 0.0865 -0.0730 0.0732
H 0.741935 4.239828 -2.211708 -0.0014 -0.0039 0.0086
H 0.130013 4.643537 -0.589486 -0.0043 -0.0051 -0.0094
H -1.004891 4.198747 -1.870628 0.0323 0.0009 -0.0044
H 0.607716 2.567187 -0.298755 0.0091 0.0618 0.0052
```
Forces are in eV/Å.